P:
18
Properties=species:S:1:pos:R:3 method="wB97M-V/def2-TZVPD" charge=-1 homo_energy_ev=-2.5 orbital_gap_ev=6.075 spin_multiplicity=1
H 0.35 1.55 1.49
H -2.02 -2.20 -1.60
H -1.91 -0.50 0.03
H -1.41 1.67 0.72
C 0.63 2.50 0.45
H 1.28 -1.59 0.00
O 1.82 2.45 0.33
H 0.13 3.46 0.72
H 0.52 0.48 -1.10
H 1.83 -0.16 0.85
O -0.87 -2.80 -0.02
N -1.25 -0.52 -0.72
H -0.21 -2.04 -1.75
C -0.06 0.16 -0.23
H 0.50 -1.10 1.48
C -1.08 -2.00 -1.05
C -0.37 1.39 0.62
C 0.94 -0.73 0.56

=====

Q:
18
Properties=species:S:1:pos:R:3 method="wB97M-V/def2-TZVPD" charge=-1 homo_energy_ev=-2.5 orbital_gap_ev=5.858 spin_multiplicity=1
C 2.07 0.94 -0.20
H 1.31 -0.69 0.89
H -2.46 -0.33 -1.00
C 0.98 -0.22 -0.04
H -1.54 1.61 1.19
H 0.22 1.69 1.41
H 1.97 1.48 0.79
N -0.43 0.26 0.06
C -0.63 1.03 1.29
H 1.09 -0.93 -0.84
C -1.36 -0.66 -0.21
O 3.28 0.40 -0.28
H -0.72 0.38 2.17
H -1.42 -2.80 -0.33
H 1.72 1.67 -0.97
H -1.33 -1.92 -1.93
O -2.62 -0.08 0.02
C -1.16 -1.89 -0.85

=====

R:
18
Properties=species:S:1:pos:R:3 method="wB97M-V/def2-TZVPD" charge=-1 homo_energy_ev=-2.9 orbital_gap_ev=6.916 smiles=N[C@@H]1CCCO[C@@H]1[O-] spin_multiplicity=1
C 0.65 1.49 0.29
H -0.02 1.55 -1.64
H 0.08 -0.91 -2.13
O 0.07 2.50 0.85
N -1.59 0.80 -0.50
H 1.67 1.72 -0.07
H -1.77 1.35 0.34
H -1.98 -0.12 -0.42
H 0.69 -2.36 0.02
H 0.84 -1.48 1.97
H -0.66 -0.60 1.97
H 1.50 -0.47 -1.15
C 0.41 -0.53 -1.15
C 0.24 -0.79 1.36
C 0.02 -1.50 -0.03
C -0.19 0.84 -0.84
O 1.03 0.36 1.27
H -0.99 -1.87 -0.15

=====

S:
18
Properties=species:S:1:pos:R:3 method="wB97M-V/def2-TZVPD" charge=-1 homo_energy_ev=-3.9 orbital_gap_ev=7.485 smiles="NCCCCC(=O)[O-]" spin_multiplicity=1
H 0.32 1.56 -0.16
C -1.03 -0.03 -0.76
C -2.07 0.42 0.28
C 1.19 -0.28 0.48
H 4.10 -0.78 -1.04
H 0.93 0.59 -1.46
O -1.70 1.21 1.17
H 1.97 -1.70 -1.00
H -1.37 0.26 -1.75
H 2.53 -1.93 0.59
C 2.29 -1.12 -0.12
C 0.35 0.53 -0.53
O -3.21 -0.07 0.11
H 3.25 0.55 -0.74
H 1.55 0.35 1.29
N 3.53 -0.34 -0.32
H -0.96 -1.11 -0.68
H 0.49 -0.95 1.01

=====

Q: What are the energies relative to the best structure? A: P 3.697; Q 6.516; R 1.714; S 0.000, in eV.

=====

P:
10
Properties=species:S:1:pos:R:3 method="wB97M-V/def2-TZVPD" homo_energy_ev=-8.4 orbital_gap_ev=9.327 spin_multiplicity=1
C 0.33 -0.71 -0.35
H 0.90 0.95 0.64
S -2.23 1.90 -0.20
H 2.16 -1.53 0.20
H 0.88 -2.68 -0.10
N 1.24 -1.74 -0.21
H -2.12 2.35 1.09
N 0.52 0.56 -0.24
H -0.69 -1.12 -0.50
H -1.01 2.03 -0.31

=====

Q:
10
Properties=species:S:1:pos:R:3 method="wB97M-V/def2-TZVPD" homo_energy_ev=-9.2 orbital_gap_ev=10.127 smiles=CNNS spin_multiplicity=1
S -2.29 0.34 -0.13
N -0.94 -0.56 0.34
H 0.70 -1.28 -0.61
C 1.22 0.60 -0.05
H -3.16 -0.82 -0.45
H 0.83 1.50 0.18
H 1.97 0.68 -0.79
H 1.97 0.18 0.83
H -0.65 -0.31 1.31
N 0.37 -0.32 -0.62

=====

Q: What are the energies relative to the best structure? A: P 0.000; Q 1.438, in eV.

=====

P:
88
Properties=species:S:1:pos:R:3 method="wB97M-V/def2-TZVPD" charge=+1 homo_energy_ev="-10.1 / -10.1" orbital_gap_ev="7.593 / 6.619" s2=0.761 spin_multiplicity=2
F -2.69 -3.04 3.09
O 2.50 -0.77 1.29
H -5.65 1.81 -2.05
N 4.62 -1.14 1.99
C -3.20 0.72 -4.11
C -1.93 4.85 2.14
C -2.57 -1.60 0.53
H 0.56 -2.71 -4.36
C 0.61 -2.71 -3.28
C -3.62 -2.42 1.00
H -5.33 -3.56 0.42
H 0.24 -0.63 -3.05
H 4.57 0.66 0.91
C 3.63 -1.77 4.55
H 4.96 -3.04 2.83
H 2.44 -0.09 -1.33
C -4.34 -2.67 -1.27
H -0.04 4.42 -0.64
H -0.62 6.14 1.03
H 4.95 -0.78 -0.08
C -3.29 -1.86 -1.64
C -3.57 1.72 -1.55
C 0.95 -3.95 -1.23
C -2.16 2.61 1.31
C 0.87 -3.89 -2.61
C -3.82 -2.70 2.46
C 0.77 -2.78 -0.51
C -4.52 -2.94 0.08
C 1.66 1.67 -2.03
H -0.86 3.68 -3.07
C -1.29 2.90 0.26
H -2.18 5.61 2.87
H 0.82 -2.85 0.58
C 5.50 -2.26 2.29
F 1.04 -5.02 -3.32
H -5.33 0.92 -4.33
C 2.31 2.91 -3.96
F -4.68 -3.70 2.66
C -2.12 0.88 -3.27
F -4.32 -1.63 3.11
C 0.43 -1.56 -2.53
C 3.26 -1.22 2.17
H 6.36 -1.95 2.88
H 3.02 -1.36 5.35
C 1.07 3.55 -3.97
H 1.01 -1.82 4.34
C 0.41 2.27 -2.05
C -1.05 5.15 1.11
C -0.73 4.18 0.17
Ru 0.29 -0.04 0.14
C -2.48 3.58 2.24
H -1.13 0.64 -3.63
S -1.33 -0.92 1.57
C -2.29 1.37 -1.97
N -2.45 -1.31 -0.77
H -3.11 -1.61 -2.68
H -3.74 2.12 -0.56
N 2.83 -1.77 3.33
H 1.15 -4.89 -0.74
H 0.89 -2.03 2.61
N 1.94 0.72 -0.97
H 3.04 3.15 -4.72
C 0.48 -1.56 -1.14
H 6.15 -0.11 1.05
H 0.85 4.28 -4.74
C 2.61 1.98 -2.99
H 3.93 -2.78 4.84
H -3.05 0.34 -5.12
H 0.40 2.34 1.76
C 1.48 -2.28 3.47
N 0.72 1.40 1.98
H 1.51 -3.36 3.61
H -0.65 0.63 3.21
H 2.56 1.13 -0.28
H 0.26 1.82 3.90
C -4.48 1.04 -3.67
P -0.83 1.58 -0.91
N 0.30 1.00 3.29
H -5.01 -3.09 -2.01
C -4.66 1.54 -2.39
C 5.09 -0.30 0.90
H 4.51 -1.16 4.43
H 3.57 1.48 -2.98
C 0.12 3.22 -3.03
H 1.74 1.40 1.99
H -3.16 3.35 3.05
H 5.86 -2.70 1.35
H -2.55 1.60 1.42

=====

Q:
88
Properties=species:S:1:pos:R:3 method="wB97M-V/def2-TZVPD" charge=+1 homo_energy_ev="-10.4 / -10.3" orbital_gap_ev="7.720 / 7.234" s2=0.762 spin_multiplicity=2
Ru 0.03 -0.92 -0.38
H 3.97 0.75 -1.69
C -4.34 2.34 1.41
H 2.65 3.49 0.99
H 1.02 3.93 4.91
C -1.83 -3.66 3.00
C 1.15 3.34 4.02
H 6.60 0.41 1.07
H -4.42 3.28 0.87
H -4.32 2.56 2.48
H -2.07 3.49 1.04
C -1.98 -5.89 -0.06
N 1.76 -1.44 -1.79
H -1.83 3.09 -2.82
C -1.29 1.26 -1.80
C -0.99 -3.60 0.38
H 4.41 -3.26 1.34
C -1.01 -0.67 -3.19
F -0.86 -6.44 -0.54
C -5.18 0.03 -0.26
P 1.72 0.72 0.28
H -0.01 1.69 4.75
H -2.60 -5.63 2.56
H -5.21 0.98 -0.79
H 2.03 -3.14 1.04
C 0.72 1.34 2.76
N -3.81 -0.37 0.05
H -1.33 1.72 -0.83
C 4.43 -2.18 1.19
H -5.22 1.75 1.21
H -4.22 -2.13 -0.98
C -0.96 -0.10 -1.92
H 1.00 4.57 -2.67
N 1.76 -0.99 -3.14
H -5.82 0.07 0.62
H -2.14 -3.65 4.03
H -0.83 -1.73 -3.31
H 6.56 -2.05 1.33
H -3.35 -2.38 0.54
C 1.38 2.92 -1.37
C -2.08 -4.76 2.18
F -2.66 -6.85 0.59
C -1.59 2.03 -2.91
H 1.53 -2.43 -1.79
C -1.17 -2.58 2.46
C 5.64 -1.50 1.19
H 1.95 0.00 -3.16
H 0.54 3.14 -0.72
C 3.24 -1.49 1.01
H 2.92 4.09 -4.15
H -5.60 -0.72 -0.93
C 3.56 2.39 -3.01
H 4.41 2.18 -3.64
C 1.47 1.84 1.70
C -3.45 -1.73 -0.33
H 4.51 1.64 0.66
F -1.86 2.18 -5.23
C -1.32 0.09 -4.31
C -2.86 0.39 0.64
H -2.51 -1.75 -0.88
H -0.97 -1.69 3.04
C -1.59 1.43 -4.15
O -1.70 -0.09 0.81
H 2.37 4.82 3.04
N 1.98 -2.13 1.01
H 2.46 -1.49 -3.67
C 1.64 3.73 -2.46
H 0.24 0.37 2.67
N -0.74 -2.57 1.19
C 0.57 2.09 3.92
C -1.68 -4.73 0.86
H -1.91 2.57 2.54
H -1.35 -0.35 -5.29
H -1.03 2.05 1.11
C 3.27 -0.11 0.76
F -2.73 -5.51 -1.10
H 2.66 -1.32 -1.33
C 5.66 -0.12 1.04
H 1.39 -1.81 1.77
C 2.21 1.83 -1.08
S -0.43 -3.31 -1.23
C -1.96 2.48 1.45
C 3.30 1.57 -1.91
C 2.07 3.09 1.81
C 4.48 0.57 0.82
N -3.09 1.68 1.03
C 2.72 3.46 -3.29
C 1.90 3.84 2.96

=====

Q: What are the energies relative to the best structure? A: P 0.000; Q 1.359, in eV.

=====

P:
8
Properties=species:S:1:pos:R:3 method="wB97M-V/def2-TZVPD" homo_energy_ev=-9.0 orbital_gap_ev=7.742 spin_multiplicity=1
Cl -1.57 1.49 -0.58
C -2.62 0.39 -1.16
H 2.01 -0.50 -0.36
C 1.33 -0.07 0.40
H 1.56 0.93 0.57
H 0.29 -0.17 -0.03
I -2.50 -1.52 -0.20
H 1.50 -0.55 1.37

=====

Q:
8
Properties=species:S:1:pos:R:3 method="wB97M-V/def2-TZVPD" homo_energy_ev="-8.2 / -8.2" orbital_gap_ev="5.460 / 5.460" spin_multiplicity=1
C 1.03 0.41 -0.37
C -0.17 -0.35 0.02
H -0.19 -1.33 -0.44
H -1.07 0.21 -0.25
Cl 2.51 -0.35 -0.45
H 1.03 1.48 -0.48
H -0.17 -0.50 1.10
I 0.31 0.70 -3.77

=====

Q: What are the energies relative to the best structure? A: P 1.253; Q 0.000, in eV.